[1]
ORCA calculation (ωB97M-V/def2-TZVPD) on a molecular structure, C49H34F5MoN2P2SSe4Te.

XYZ file:
```
99
Properties=species:S:1:pos:R:3:forces:R:3:mulliken_spin:R:1
Mo 0.32261 -0.21474 -0.04058 0.28 -0.30 0.55 0.76
Se -1.96730 0.78874 -0.34281 -0.28 0.19 0.16 0.07
Se -3.46634 -0.60157 0.84099 0.03 -0.08 -0.18 -0.01
Se -2.98115 -0.37507 3.11960 0.04 0.08 0.02 0.28
Se -1.87582 -2.22009 3.70687 0.08 -0.03 -0.01 0.70
F 1.80209 -0.06746 6.70009 0.00 -0.02 -0.06 0.00
C 1.94625 -0.29585 5.38777 0.02 0.00 0.14 0.00
C 0.98908 0.13611 4.49344 -0.05 0.08 0.05 0.01
F -0.07348 0.81350 4.93525 0.00 -0.04 -0.07 0.00
C 1.17529 -0.11076 3.14990 -0.12 0.04 0.02 0.01
F 0.20502 0.34701 2.30574 -0.10 0.05 -0.17 0.00
C 2.28408 -0.74483 2.61642 0.03 0.00 -0.18 0.02
S 2.55524 -0.88833 0.89240 -0.09 0.06 0.05 -0.01
C 3.22031 -1.17125 3.55621 0.13 -0.08 0.00 -0.01
F 4.33310 -1.80000 3.15192 -0.04 0.03 0.00 0.00
C 3.06120 -0.96161 4.91172 0.07 -0.01 0.02 0.00
F 3.99188 -1.38554 5.77746 -0.03 0.01 -0.05 0.00
Te 3.66600 2.44614 -3.02197 0.24 -0.04 -0.13 0.00
C 2.33492 3.40673 -4.38884 -0.11 0.06 0.03 0.00
C 2.44193 3.13105 -5.74600 0.07 0.00 -0.01 0.00
C 1.63858 3.81744 -6.64622 -0.08 0.02 0.00 0.00
N 0.74260 4.73768 -6.29472 0.06 -0.05 0.12 0.00
C 0.64104 4.99133 -4.98717 0.01 -0.04 -0.11 0.00
C 1.40479 4.37081 -4.01072 0.01 -0.06 0.01 0.00
C 2.47374 1.39012 -1.71468 -0.50 0.27 -0.18 0.00
P 1.61791 2.03973 -0.32124 0.28 0.28 -0.02 0.02
C 1.01412 3.74588 -0.67370 0.01 -0.01 0.19 0.00
C -0.31383 3.99097 -1.00945 -0.04 0.02 0.00 0.00
C -0.74741 5.27956 -1.30849 0.03 -0.07 0.04 0.00
C 0.14245 6.34276 -1.26224 0.02 -0.03 0.02 0.00
C 1.46991 6.11313 -0.91716 -0.05 -0.01 0.01 0.00
C 1.90032 4.82721 -0.62795 -0.01 -0.03 0.06 0.00
C 2.74452 2.44322 1.07788 -0.03 -0.13 -0.05 -0.01
C 4.09677 2.12909 1.05074 0.06 -0.03 -0.03 0.00
C 4.89254 2.33514 2.17116 -0.04 0.00 0.00 0.00
C 4.33763 2.84302 3.33873 -0.03 0.00 -0.05 0.00
C 2.98513 3.16229 3.37613 0.01 -0.05 -0.08 0.00
C 2.19712 2.96390 2.24947 -0.02 0.07 0.03 0.00
P 1.43225 0.04721 -2.16070 0.31 -0.10 0.00 -0.06
C 2.39818 -1.45698 -2.56598 0.01 0.05 0.17 -0.04
C 3.75573 -1.51298 -2.28040 0.07 -0.02 0.00 0.01
C 4.45642 -2.70681 -2.42316 -0.02 0.07 0.00 0.00
C 3.80065 -3.85393 -2.83901 -0.05 -0.01 -0.01 0.00
C 2.43955 -3.80690 -3.12658 0.05 0.04 0.02 0.00
C 1.74636 -2.61556 -2.99221 0.00 0.04 -0.05 0.00
C 0.57687 0.38664 -3.74394 0.02 -0.09 -0.04 0.01
C -0.55455 1.19728 -3.74089 0.00 0.04 -0.03 0.00
C -1.18849 1.53499 -4.92767 0.02 -0.03 0.02 0.00
C -0.70898 1.04271 -6.13475 0.00 0.00 0.01 0.00
C 0.41258 0.22592 -6.14909 0.01 0.05 0.04 0.00
C 1.05922 -0.08946 -4.96139 -0.01 -0.03 -0.02 0.00
H 3.14299 2.38744 -6.10636 -0.04 -0.01 0.00 0.00
H 1.71312 3.60305 -7.70815 0.01 0.01 0.00 0.00
H -0.08951 5.74106 -4.70040 -0.01 0.01 0.00 0.00
H 1.27141 4.64683 -2.97396 0.03 -0.04 -0.20 0.00
H -1.02596 3.17508 -1.01952 0.01 0.02 -0.01 0.00
H -1.78602 5.44887 -1.56456 0.00 -0.01 0.00 0.00
H -0.19541 7.34720 -1.48676 0.00 -0.01 -0.01 0.00
H 2.17151 6.93716 -0.87626 0.00 -0.01 -0.01 0.00
H 2.93794 4.65872 -0.37021 0.01 -0.01 0.03 0.00
H 4.51388 1.69314 0.15071 0.01 -0.01 0.01 0.00
H 5.94504 2.08113 2.13795 -0.01 0.00 -0.01 0.00
H 4.95530 2.98659 4.21687 -0.01 0.00 0.00 0.00
H 2.54227 3.55220 4.28452 -0.01 0.01 -0.01 0.00
H 1.14172 3.21686 2.28118 -0.01 -0.03 0.01 0.00
H 4.25401 -0.61965 -1.92340 0.00 -0.01 0.01 0.00
H 5.51436 -2.73940 -2.19392 0.00 0.01 0.01 0.00
H 4.34297 -4.78728 -2.92989 0.00 0.01 -0.01 0.00
H 1.91534 -4.70079 -3.44274 0.00 0.01 -0.01 0.00
H 0.68730 -2.58535 -3.21537 -0.03 0.00 -0.01 0.00
H -0.94289 1.56521 -2.79919 0.00 0.01 0.00 0.01
H -2.06010 2.17789 -4.90944 0.01 -0.01 0.01 0.00
H -1.20610 1.30113 -7.06169 0.00 0.01 0.00 0.00
H 0.79510 -0.15454 -7.08882 0.00 0.00 0.01 0.00
H 1.94465 -0.71237 -4.98177 -0.01 0.00 -0.01 0.00
N -0.27461 -1.92276 -0.28532 -0.11 -0.08 0.07 -0.11
C -0.68746 -3.11879 -0.45489 -0.02 0.12 -0.43 0.00
C -1.31179 -3.49201 -1.75181 -0.04 0.01 0.22 0.08
C -1.88124 -2.49350 -2.54402 -0.04 0.01 -0.05 0.04
C -2.42151 -2.80456 -3.78144 0.02 -0.01 0.02 -0.02
C -2.39936 -4.11514 -4.24579 0.04 -0.01 0.05 0.04
C -1.83175 -5.11286 -3.46262 0.01 0.06 0.02 -0.02
C -1.29389 -4.80378 -2.22003 0.01 -0.09 -0.04 0.04
C -0.50450 -4.09090 0.64597 -0.09 -0.06 -0.03 0.08
C 0.68367 -4.07694 1.37127 0.08 0.01 0.13 0.05
C 0.84200 -4.92557 2.45866 -0.05 0.03 -0.06 -0.02
C -0.18048 -5.79327 2.82347 -0.04 0.04 -0.04 0.03
C -1.36422 -5.81239 2.09445 0.05 0.03 0.03 -0.01
C -1.52579 -4.96429 1.00968 0.00 -0.07 -0.01 0.03
H -1.88720 -1.47358 -2.17853 -0.02 0.03 0.00 0.01
H -2.85869 -2.01862 -4.38499 0.02 0.00 0.00 0.00
H -2.81975 -4.35719 -5.21401 0.01 0.00 0.00 0.00
H -1.80096 -6.13404 -3.82196 0.00 0.00 0.00 0.00
H -0.83606 -5.57968 -1.61785 -0.03 0.01 -0.01 0.00
H 1.47069 -3.38449 1.08544 -0.07 -0.06 0.03 0.00
H 1.76598 -4.90428 3.02260 0.01 0.00 0.01 0.00
H -0.06028 -6.44625 3.67906 0.01 -0.01 -0.01 0.00
H -2.16914 -6.47681 2.38271 0.00 0.00 0.01 0.00
H -2.45874 -4.95364 0.45875 0.01 -0.01 0.00 0.00
```
Positions in Å, forces in eV/Å.

Results
**Multiplicity**: 3
**Total charge**: -1
**Energy**: -13519.44379 Ha
**ΔE to the lowest compared entry with this formula, charge and spin**: 0.0 kcal per mole
**Highest occupied orbital energy (spin up / spin down)**: -4.53 / -4.50 eV



[2]
ORCA calculation (ωB97M-V/def2-TZVPD) on 9 unconnected molecules or ions with the total composition C49H35BNO32S in a non-equilibrium geometry.

XYZ file:
```
119
Properties=species:S:1:pos:R:3:forces:R:3:mulliken_charge:R:1
B 1.40025 6.24781 -6.24130 -0.63 -0.07 -0.32 0.35
N 2.79607 6.65562 -5.56859 0.69 0.40 -0.12 -0.34
C 3.75666 6.16235 -6.03703 0.29 -1.33 -0.27 0.26
S 4.84235 5.15074 -6.73764 -0.03 0.91 0.47 -0.44
H 1.66846 5.64700 -7.26120 -0.08 -0.18 -0.05 -0.20
H 0.76263 7.22761 -6.54262 -0.13 0.34 0.20 -0.21
H 0.82679 5.53913 -5.44646 -0.08 0.04 0.17 -0.33
C -2.98307 3.91310 -2.30171 -0.02 -0.26 0.23 -1.29
C -2.39956 4.27131 -3.45378 -0.46 0.61 0.18 0.41
C -1.36743 3.40929 -4.10991 0.37 -0.38 0.02 0.79
O -0.88957 3.77250 -5.15968 -0.33 0.02 -0.15 -0.57
C -0.98310 2.16742 -3.43800 0.13 0.07 -0.16 -0.77
C -1.56257 1.81808 -2.29069 0.35 -0.28 -0.24 -0.02
C -2.61563 2.66240 -1.65005 -0.34 0.45 0.03 1.37
O -3.12462 2.28008 -0.60847 0.18 -0.28 0.02 -0.72
O -1.23351 0.68000 -1.64546 -0.25 0.34 0.40 -0.31
O -2.70153 5.40999 -4.08065 0.34 -0.53 -0.14 -0.60
H -3.73213 4.52518 -1.81899 0.01 0.01 -0.02 0.46
H -0.22335 1.55951 -3.90903 -0.03 -0.02 0.00 0.52
H -1.80058 0.67035 -0.85013 -0.13 0.02 -0.06 0.25
H -2.13613 5.43089 -4.88064 0.09 0.13 0.03 0.36
C 1.97049 -1.07328 1.98401 0.24 -0.24 0.20 -0.47
C 1.33493 -0.82991 0.83398 -0.01 0.67 0.11 0.26
C 1.14319 -1.90591 -0.19429 0.10 -0.51 -0.16 0.77
O 0.54194 -1.64823 -1.21694 -0.05 0.21 0.09 -0.33
C 1.69925 -3.22906 0.08529 -0.10 0.15 -0.09 -1.30
C 2.33815 -3.46421 1.23557 -0.02 -0.56 -0.39 0.31
C 2.50509 -2.39911 2.27233 -0.11 0.55 0.17 0.95
O 3.07883 -2.67337 3.30960 0.08 -0.30 -0.11 -0.65
O 2.86246 -4.66282 1.52652 0.00 0.44 0.26 -0.51
O 0.83743 0.39044 0.54892 0.33 -1.31 -0.07 -0.51
H 2.11411 -0.30891 2.73220 0.07 -0.04 0.01 0.56
H 1.57003 -3.99191 -0.67033 -0.01 0.01 0.00 0.50
H 3.26260 -4.56605 2.41150 -0.01 -0.05 0.02 0.33
H 0.42048 0.31550 -0.33232 -0.21 0.33 -0.21 0.12
C 0.36925 3.00173 4.82630 0.08 0.19 0.20 -0.70
C 0.25086 2.45959 3.61191 0.14 -0.38 0.36 0.31
C -0.18071 3.27375 2.42674 -0.14 0.40 -0.22 1.02
O -0.25903 2.74699 1.33828 -0.07 -0.17 0.15 -0.40
C -0.49569 4.68542 2.64451 -0.14 -0.24 0.01 -1.23
C -0.37737 5.22147 3.85925 -0.19 0.24 -0.36 0.43
C 0.07656 4.41827 5.03360 0.16 -0.41 0.18 0.81
O 0.18235 4.96593 6.11624 -0.11 0.25 -0.11 -0.66
O -0.65965 6.51731 4.09373 0.18 -0.35 0.29 -0.61
O 0.51798 1.15373 3.40450 -0.31 0.71 -0.41 -0.35
H 0.68093 2.41784 5.68409 -0.05 0.19 -0.11 0.56
H -0.82087 5.25652 1.78947 0.02 -0.04 -0.02 0.49
H -0.49103 6.65710 5.04445 0.02 0.06 -0.03 0.32
H 0.36647 0.98867 2.44943 0.00 0.06 -0.01 0.15
C 1.85083 -10.96646 2.05090 0.15 -0.08 -0.22 -0.99
C 1.28637 -9.97517 2.74893 -0.15 -0.58 0.33 0.40
C 1.39697 -8.54618 2.31409 0.24 0.43 -0.43 1.00
O 0.84775 -7.68729 2.97779 -0.10 -0.23 0.24 -0.63
C 2.16697 -8.25228 1.11048 -0.16 0.14 0.19 -0.93
C 2.73445 -9.24310 0.41385 0.14 0.57 -0.30 0.34
C 2.60141 -10.67401 0.83388 -0.20 -0.41 0.40 0.91
O 3.12271 -11.53770 0.15380 0.12 0.21 -0.19 -0.62
O 3.44951 -9.01302 -0.69324 -0.16 -0.48 0.30 -0.56
O 0.59228 -10.20174 3.87029 0.14 0.46 -0.30 -0.57
H 1.77588 -12.00152 2.35367 -0.02 0.01 0.01 0.41
H 2.25427 -7.21477 0.81638 0.02 0.00 0.01 0.52
H 3.74510 -9.88951 -1.00381 0.02 0.03 -0.05 0.35
H 0.29119 -9.32463 4.17509 -0.03 -0.02 0.03 0.36
C -0.80255 -0.19741 8.81092 0.13 0.16 -0.17 -1.04
C -1.31529 -1.38653 9.14320 -0.15 0.43 0.51 0.33
C -1.18622 -2.57688 8.24488 0.21 -0.26 -0.60 0.97
O -1.65670 -3.63916 8.60866 -0.13 0.13 0.30 -0.62
C -0.50385 -2.40360 6.96955 -0.16 -0.15 0.25 -0.88
C 0.00785 -1.21315 6.63049 0.18 -0.38 -0.56 0.15
C -0.09775 -0.02667 7.54500 -0.19 0.24 0.51 1.06
O 0.39867 1.03377 7.21098 0.08 -0.40 -0.15 -0.58
O 0.63313 -1.02728 5.46608 -0.15 0.33 0.63 -0.38
O -1.96934 -1.58136 10.29427 0.14 -0.33 -0.43 -0.57
H -0.88752 0.66771 9.45368 0.00 -0.02 0.00 0.44
H -0.43288 -3.26630 6.32206 0.03 0.02 -0.01 0.48
H 0.90795 -0.09156 5.44561 0.00 -0.02 -0.24 0.23
H -2.23338 -2.52100 10.29020 -0.01 0.00 0.04 0.35
C 0.57630 -4.23810 -5.52977 0.16 -0.09 -0.26 -0.75
C 0.04175 -3.25824 -4.79213 -0.18 -0.59 0.42 0.28
C 0.12936 -1.82262 -5.21270 0.25 0.41 -0.44 0.81
O -0.39489 -0.97762 -4.51374 -0.20 -0.19 0.20 -0.23
C 0.84575 -1.50805 -6.44409 -0.15 0.10 0.22 -1.14
C 1.38338 -2.48860 -7.17839 0.13 0.58 -0.29 0.39
C 1.27074 -3.92590 -6.77363 -0.19 -0.41 0.42 0.95
O 1.76315 -4.77941 -7.48925 0.11 0.21 -0.21 -0.63
O 2.04860 -2.24253 -8.31268 -0.15 -0.49 0.29 -0.57
O -0.59617 -3.50219 -3.64323 0.09 0.47 -0.38 -0.54
H 0.51802 -5.27764 -5.23869 -0.02 0.01 0.01 0.46
H 0.91799 -0.46664 -6.72782 0.02 -0.01 -0.01 0.53
H 2.33128 -3.11408 -8.64694 0.02 0.03 -0.05 0.34
H -0.87718 -2.62838 -3.30643 0.10 0.00 0.14 0.16
C -5.13032 -1.65217 -1.23300 0.12 0.16 -0.12 -1.10
C -5.60156 -2.87380 -0.96270 -0.14 0.40 0.49 0.45
C -5.42021 -4.01502 -1.91552 0.23 -0.19 -0.57 0.94
O -5.85411 -5.11043 -1.60873 -0.13 0.11 0.29 -0.63
C -4.73107 -3.75708 -3.17509 -0.14 -0.19 0.20 -0.85
C -4.26190 -2.53409 -3.44810 0.19 -0.41 -0.61 0.25
C -4.42155 -1.39992 -2.48420 -0.22 0.18 0.53 1.01
O -3.95887 -0.31771 -2.77893 0.11 0.03 -0.30 -0.55
O -3.62395 -2.25569 -4.59015 -0.15 0.32 0.53 -0.62
O -6.25944 -3.14763 0.17168 0.15 -0.31 -0.45 -0.59
H -5.25267 -0.82027 -0.55266 0.01 -0.01 0.00 0.53
H -4.61995 -4.58486 -3.86136 0.02 0.02 0.00 0.45
H -3.38413 -1.30881 -4.53785 0.09 -0.01 -0.05 0.34
H -6.48803 -4.09474 0.12029 -0.01 0.00 0.04 0.35
C 1.78663 9.84814 0.82349 0.13 0.12 -0.16 -0.89
C 1.25009 8.68239 1.20148 -0.15 0.40 0.46 0.33
C 1.36583 7.45188 0.34604 0.30 -0.30 -0.77 1.06
O 0.87974 6.40096 0.73197 -0.06 0.45 0.34 -0.38
C 2.06055 7.56878 -0.92936 -0.19 -0.21 0.33 -1.14
C 2.59395 8.73805 -1.30697 0.18 -0.42 -0.64 0.26
C 2.50170 9.95677 -0.44292 -0.19 0.27 0.44 0.94
O 3.01900 10.99102 -0.82254 0.08 -0.11 -0.21 -0.63
O 3.23381 8.87889 -2.46709 -0.13 0.36 0.58 -0.50
O 0.58831 8.56082 2.35856 0.17 -0.39 -0.51 -0.58
H 1.71238 10.73961 1.43054 -0.01 -0.02 0.02 0.43
H 2.12318 6.68235 -1.54598 0.01 0.04 -0.05 0.53
H 3.52187 9.80979 -2.50253 0.02 -0.03 -0.12 0.34
H 0.29541 7.63172 2.41696 -0.07 0.05 0.19 0.16
```
Positions in Å, forces in eV/Å.

Results
**Total charge**: -1
**Energy**: -4773.72742 Ha
**Highest occupied orbital energy**: -4.63 eV



The lowest energy belongs to which entry?
C49H34F5MoN2P2SSe4Te